The following is a quantum chemistry calculation of the molecule C2H3F3 in a non-equilibrium geometry, from the OMol25 dataset.

```
8
Properties=species:S:1:pos:R:3:forces:R:3:nbo_charge:R:1
C 0.045550 -0.181234 0.072872 -1.1 -0.9 -1.9 -0.7206
C 0.568851 -1.485848 0.581069 0.4 0.0 -1.0 0.9806
F 1.759992 -1.421404 1.182920 0.5 0.3 0.0 -0.3240
F -0.265434 -1.987385 1.462172 -1.0 -0.7 1.0 -0.3197
F 0.687633 -2.410501 -0.405547 0.1 0.2 0.0 -0.3358
H 0.626299 0.657813 0.140080 2.6 1.6 -0.1 0.2393
H -0.390510 -0.208138 -0.945504 0.5 -0.4 0.5 0.2418
H -0.725589 0.159747 0.670023 -2.0 0.0 1.5 0.2384
```
Forces are in eV/Å.

Spin multiplicity: 1
Total charge: 0
SMILES: CC(F)(F)F
HOMO-LUMO gap, Ha: 0.538
Energy relative to the best compared isomer or geometry (same formula, charge and spin), kJ/mol: 39.8

---

The following is a quantum chemistry calculation of the molecule C2H3F3 in a non-equilibrium geometry, from the OMol25 dataset.

```
8
Properties=species:S:1:pos:R:3:forces:R:3:nbo_charge:R:1
F -1.462874 -0.030542 0.906671 -2.2 0.7 0.9 -0.3404
F 0.531059 1.590417 -0.453676 0.1 -0.2 -0.9 -0.3366
F 1.209754 -0.435794 -1.158633 0.4 0.6 -0.5 -0.3407
C -0.187993 -0.305551 0.673049 2.2 -0.6 -0.5 0.0054
C 0.166742 0.296127 -0.687271 0.3 -0.7 2.1 0.5307
H 0.493247 0.071680 1.479121 -0.6 -0.1 -0.7 0.1763
H -0.070680 -1.387324 0.592816 0.1 -0.1 0.1 0.1656
H -0.679255 0.200987 -1.352076 -0.1 0.4 -0.5 0.1397
```
Forces are in eV/Å.

Spin multiplicity: 1
Total charge: 0
SMILES: FCC(F)F
HOMO-LUMO gap, Ha: 0.483
Energy relative to the best compared isomer or geometry (same formula, charge and spin), kJ/mol: 95.2

---

The following is a quantum chemistry calculation of the molecule C2H3F3 in a non-equilibrium geometry, from the OMol25 dataset.

```
8
Properties=species:S:1:pos:R:3:forces:R:3:nbo_charge:R:1
C 0.573887 0.535005 0.126055 2.3 -2.7 -0.2 -0.0080
C -0.498454 -0.525701 -0.194523 1.0 1.3 0.0 0.5272
F 0.079412 1.672994 0.683643 0.1 -0.2 -0.5 -0.3249
F -1.290414 -0.036657 -1.143497 -0.6 0.1 -1.8 -0.3351
F -1.297698 -0.730881 0.828390 -1.3 0.0 2.5 -0.3329
H 1.315064 0.649846 -0.748782 -1.7 0.6 0.8 0.1797
H 1.247219 -0.037397 0.822545 -0.6 0.9 0.2 0.1609
H -0.129014 -1.527210 -0.373831 0.8 0.0 -1.1 0.1331
```
Forces are in eV/Å.

Spin multiplicity: 1
Total charge: 0
SMILES: FCC(F)F
HOMO-LUMO gap, Ha: 0.477
Energy relative to the best compared isomer or geometry (same formula, charge and spin), kJ/mol: 127.6

---

The following is a quantum chemistry calculation of the molecule C2H3F3N2 in a non-equilibrium geometry, from the OMol25 dataset.

```
10
Properties=species:S:1:pos:R:3:forces:R:3:nbo_charge:R:1
C 0.060240 0.160853 -0.702770 0.1 0.3 2.2 -0.0682
C 1.019789 0.671886 -1.666499 2.2 0.7 1.4 0.9466
N 0.591720 -0.692826 0.307174 -0.6 -0.5 0.1 -0.4239
N -0.038993 0.607207 0.697707 -2.7 -3.3 -2.0 -0.4151
F 0.658533 1.839203 -2.107907 -0.7 2.5 -0.4 -0.3127
F 2.226381 0.835647 -1.032256 -0.2 -0.2 -1.0 -0.3349
F 1.122834 -0.058507 -2.747771 0.6 -1.6 -0.6 -0.3035
H -0.862767 0.211963 -1.172136 -2.1 -1.2 -0.6 0.2012
H -0.009528 -1.521555 0.517585 0.1 1.4 0.1 0.3627
H 0.611644 1.260013 0.923993 3.1 1.9 0.8 0.3478
```
Forces are in eV/Å.

Spin multiplicity: 1
Total charge: 0
SMILES: FC(F)(F)C1NN1
HOMO-LUMO gap, Ha: 0.417
Energy relative to the best compared isomer or geometry (same formula, charge and spin), kJ/mol: 208.7

---

The following is a quantum chemistry calculation of a structure of composition C2H3F3N2 in a non-equilibrium geometry, from the OMol25 dataset.

```
10
Properties=species:S:1:pos:R:3:forces:R:3:nbo_charge:R:1
C -0.312589 -0.389185 0.276126 1.4 2.8 3.5 -0.0578
C -0.251821 -0.189133 -1.143306 -1.3 0.9 -2.7 0.9270
N 0.847182 -0.160593 1.019005 3.1 -1.8 1.5 -0.4944
N 0.191417 0.996686 1.502707 -2.1 -3.3 -0.8 -0.3450
F 0.237144 0.997805 -1.495227 0.6 0.5 0.1 -0.3136
F 0.519767 -1.114941 -1.718795 -0.3 -0.3 -0.3 -0.3034
F -1.526067 -0.180669 -1.738053 1.5 -0.8 0.9 -0.3386
H -1.157645 -0.755874 0.716556 -2.1 -0.9 1.0 0.2104
H 1.202580 -0.887077 1.797162 -1.6 2.4 -2.3 0.3853
H 0.250032 1.682980 0.783824 0.7 0.7 -0.9 0.3301
```
Forces are in eV/Å.

Spin multiplicity: 1
Total charge: 0
HOMO-LUMO gap (alpha / beta), Ha: 0.337 / 0.337
Energy relative to the best compared isomer or geometry (same formula, charge and spin), kJ/mol: 363.8

---

The following is a quantum chemistry calculation of the molecule C2H3F3N2 in a non-equilibrium geometry, from the OMol25 dataset.

```
10
Properties=species:S:1:pos:R:3:forces:R:3:nbo_charge:R:1
C 0.130048 0.326880 0.347537 3.4 3.4 1.5 -0.1632
C -2.169961 0.043138 -1.670782 1.8 0.1 -1.4 1.0375
N -0.626365 -0.622998 0.043573 -2.1 -0.4 -2.1 -0.1841
N -1.554186 -0.898900 -0.881603 -0.3 -1.1 0.4 -0.5181
F -2.201531 1.251750 -1.154217 -0.3 1.7 1.0 -0.3328
F -1.558307 0.238913 -2.918712 0.2 -0.3 0.5 -0.3735
F -3.393153 -0.312591 -2.004978 -0.8 -0.5 0.3 -0.3058
H 0.226177 1.262320 -0.175872 -0.9 -0.1 -0.7 0.2118
H 0.926754 0.387152 1.159962 -1.6 -1.4 -0.8 0.2138
H -0.572876 -1.453897 0.551155 0.5 -1.5 1.4 0.4143
```
Forces are in eV/Å.

Spin multiplicity: 1
Total charge: 0
HOMO-LUMO gap, Ha: 0.352
Energy relative to the best compared isomer or geometry (same formula, charge and spin), kJ/mol: 233.4

---

The following is a quantum chemistry calculation of the molecule C2H3F3N2O in a non-equilibrium geometry, from the OMol25 dataset.

```
11
Properties=species:S:1:pos:R:3:forces:R:3:nbo_charge:R:1
C 0.043426 -0.139870 -0.592230 4.6 2.3 1.7 0.0319
C 1.184082 0.667903 -1.199307 -1.4 2.5 0.2 0.9099
N -0.459918 -0.001445 1.352124 2.2 2.0 -1.0 0.0671
N -1.437590 -0.682349 1.823016 -0.3 -0.5 0.1 -0.5803
O 0.356125 -0.843435 0.498822 -0.3 -0.9 0.6 -0.3920
F 0.962076 2.082601 -1.224794 -0.7 -1.6 -0.4 -0.3695
F 2.276642 0.644390 -0.483540 1.2 -1.3 0.0 -0.2974
F 1.356507 0.330444 -2.505089 0.4 0.0 0.8 -0.3245
H -0.671649 -0.307149 -1.249615 -3.9 -1.3 -2.3 0.1618
H -1.379784 -1.663852 1.631627 -0.8 -0.5 0.2 0.3910
H -2.229918 -0.087237 1.948987 -0.9 -0.6 0.2 0.4021
```
Forces are in eV/Å.

Spin multiplicity: 1
Total charge: 0
HOMO-LUMO gap (alpha / beta), Ha: 0.340 / 0.310
Energy relative to the best compared isomer or geometry (same formula, charge and spin), kJ/mol: 510.4

---

The following is a quantum chemistry calculation of the molecule C2H3F3N2O in a non-equilibrium geometry, from the OMol25 dataset.

```
11
Properties=species:S:1:pos:R:3:forces:R:3:nbo_charge:R:1
C 0.020893 -0.169923 0.067385 3.5 -1.9 -0.7 0.0175
C 1.275966 0.687445 -0.154500 0.8 0.0 1.0 0.7817
N 2.923502 -0.972265 -0.407285 0.4 -1.0 1.6 0.0780
N -0.967335 0.554758 0.199356 -4.6 3.4 0.9 -0.7023
O 2.218542 0.026209 -0.939241 -1.2 1.3 -2.0 -0.3677
F 1.819946 0.857965 1.054950 -0.1 -0.2 1.4 -0.3270
F 1.172687 2.001929 -0.581797 -0.5 -1.3 -0.8 -0.3401
F 3.895763 -0.310133 0.388512 1.2 0.1 0.1 -0.2898
H -0.834318 1.638725 0.138438 -1.1 -2.2 0.1 0.3956
H -1.928850 0.108265 0.457726 2.2 1.5 -0.7 0.4167
H 2.446289 -1.401252 0.415711 -0.6 0.2 -1.0 0.3373
```
Forces are in eV/Å.

Spin multiplicity: 1
Total charge: 0
HOMO-LUMO gap, Ha: 0.373
Energy relative to the best compared isomer or geometry (same formula, charge and spin), kJ/mol: 550.0

---

Q: Which formula does entry 2 have?
A: C2H3F3

---

Copy entry 1 word for word.
The following is a quantum chemistry calculation of the molecule C2H3F3 in a non-equilibrium geometry, from the OMol25 dataset.

```
8
Properties=species:S:1:pos:R:3:forces:R:3:nbo_charge:R:1
C 0.045550 -0.181234 0.072872 -1.1 -0.9 -1.9 -0.7206
C 0.568851 -1.485848 0.581069 0.4 0.0 -1.0 0.9806
F 1.759992 -1.421404 1.182920 0.5 0.3 0.0 -0.3240
F -0.265434 -1.987385 1.462172 -1.0 -0.7 1.0 -0.3197
F 0.687633 -2.410501 -0.405547 0.1 0.2 0.0 -0.3358
H 0.626299 0.657813 0.140080 2.6 1.6 -0.1 0.2393
H -0.390510 -0.208138 -0.945504 0.5 -0.4 0.5 0.2418
H -0.725589 0.159747 0.670023 -2.0 0.0 1.5 0.2384
```
Forces are in eV/Å.

Spin multiplicity: 1
Total charge: 0
SMILES: CC(F)(F)F
HOMO-LUMO gap, Ha: 0.538
Energy relative to the best compared isomer or geometry (same formula, charge and spin), kJ/mol: 39.8